Entry from OMol25: C18H29N6S3Y as an isolated structure (ωB97M-V/def2-TZVPD).

Geometry as ORCA input:
```
! wB97M-V def2-TZVPD RIJCOSX def2/J DEFGRID3
* xyz 2 1
Y -0.10 0.08 -1.13
C -0.59 3.52 -0.54
C 0.52 3.44 -1.59
N 1.12 2.09 -1.79
C 2.46 1.94 -1.17
C 2.35 1.84 0.34
N 1.37 0.77 0.73
C 1.99 -0.34 1.52
C 1.04 -1.53 1.66
C -0.41 -1.15 2.00
N -1.22 -0.99 0.77
C -2.53 -0.33 1.00
C -2.44 1.16 0.74
N -2.03 1.44 -0.66
C -1.93 2.91 -0.93
H -0.76 4.59 -0.36
H -0.26 3.13 0.43
H 1.31 4.15 -1.34
H 0.10 3.75 -2.55
H 1.28 1.99 -2.79
H 3.10 2.79 -1.42
H 2.94 1.04 -1.58
H 2.01 2.79 0.74
H 3.32 1.64 0.78
H 0.70 1.22 1.36
H 2.28 0.03 2.50
H 2.89 -0.65 1.00
H 1.44 -2.19 2.42
H 1.03 -2.12 0.73
H -0.45 -0.21 2.56
H -0.86 -1.90 2.64
H -1.42 -1.93 0.43
H -2.88 -0.50 2.02
H -3.27 -0.78 0.33
H -1.71 1.63 1.41
H -3.40 1.64 0.96
H -2.76 1.08 -1.27
H -2.73 3.41 -0.39
H -2.11 3.08 -2.00
S -1.41 3.55 -5.07
C -1.01 2.02 -4.70
S -2.19 0.83 -4.17
C -0.89 -0.25 -3.66
N 0.28 0.22 -3.95
N 0.23 1.41 -4.62
C 1.47 1.85 -5.23
C 2.66 1.41 -4.67
C 3.86 1.80 -5.23
C 3.88 2.62 -6.35
C 2.67 3.02 -6.92
C 1.47 2.64 -6.36
S -1.11 -1.68 -2.71
H 2.67 0.69 -3.85
H 4.79 1.45 -4.80
H 4.82 2.93 -6.79
H 2.67 3.63 -7.81
H 0.54 2.95 -6.82
*
```

Gap between HOMO and LUMO (eV): 7.6
E_LUMO (eV): -5.959

natural (NBO) population analysis, charges in e, atoms 1 to 2: Y 1.8824; C -0.4186


Entry from OMol25: one molecule with the formula C18H29NO3 (ωB97M-V/def2-TZVPD).

Geometry as ORCA input:
```
! wB97M-V def2-TZVPD RIJCOSX def2/J DEFGRID3
* xyz 0 1
C -6.37 0.05 -1.65
C -4.91 -0.22 -1.30
C -4.44 0.63 -0.12
C -2.98 0.36 0.24
C -2.52 1.20 1.42
C -1.07 0.94 1.82
C -0.06 1.45 0.80
H -0.25 2.50 0.58
H -0.16 0.90 -0.14
C 1.37 1.31 1.29
C 2.37 1.87 0.28
O 2.06 2.50 -0.70
N 3.66 1.61 0.61
H 3.86 0.95 1.35
C 4.75 1.94 -0.29
H 4.57 2.94 -0.68
H 5.68 1.93 0.29
C 4.84 0.96 -1.47
O 4.94 -0.38 -1.02
C 3.79 -1.02 -0.63
C 2.57 -0.92 -1.28
C 1.47 -1.64 -0.83
C 1.58 -2.48 0.27
C 2.81 -2.59 0.91
C 3.90 -1.88 0.47
H 4.86 -1.97 0.96
H 2.89 -3.25 1.76
O 0.55 -3.21 0.80
C -0.70 -3.16 0.17
H -1.35 -3.80 0.75
H -0.65 -3.53 -0.86
H -1.10 -2.14 0.16
H 0.54 -1.54 -1.37
H 2.45 -0.29 -2.14
H 5.75 1.15 -2.04
H 3.97 1.10 -2.12
H 1.50 1.86 2.23
H 1.61 0.26 1.48
H -0.88 1.44 2.78
H -0.92 -0.13 1.98
H -3.17 0.99 2.27
H -2.64 2.26 1.17
H -2.87 -0.70 0.48
H -2.36 0.57 -0.64
H -5.07 0.42 0.75
H -4.56 1.69 -0.37
H -4.80 -1.28 -1.05
H -4.28 -0.01 -2.17
H -6.69 -0.56 -2.49
H -7.02 -0.16 -0.81
H -6.50 1.10 -1.93
*
```

Gap between HOMO and LUMO (eV): 8.9
SMILES: CCCCCCCCC(=O)NCCOc1ccc(OC)cc1
E_LUMO (eV): 0.837

natural (NBO) population analysis, charges in e, atoms 1 to 2: C -0.5996; C -0.3870


Entry from OMol25: a 5-piece molecular cluster, C18H29O12 overall in a non-equilibrium geometry (ωB97M-V/def2-TZVPD).

Geometry as ORCA input:
```
! wB97M-V def2-TZVPD RIJCOSX def2/J DEFGRID3
* xyz -1 1
C -0.29 0.15 0.51
C 1.19 -0.03 -0.02
H -0.66 -0.75 1.04
H -0.96 0.43 -0.34
H 1.76 0.86 0.33
H 1.62 -0.96 0.42
H 1.21 -0.09 -1.14
C -5.78 1.01 -0.77
C -4.75 -0.10 -0.85
C -5.34 -1.48 -0.87
O -4.32 -2.27 -0.27
C -3.61 -1.44 0.55
O -2.81 -1.79 1.33
O -3.95 -0.14 0.33
H -6.52 0.92 -1.56
H -6.28 1.00 0.20
H -5.29 1.98 -0.86
H -4.09 0.06 -1.70
H -5.55 -1.83 -1.88
H -6.26 -1.57 -0.27
C 3.56 0.59 -3.50
C 3.06 -0.52 -4.39
C 4.15 -1.22 -5.16
O 3.46 -1.66 -6.34
C 2.41 -0.82 -6.53
O 1.75 -0.78 -7.52
O 2.23 -0.01 -5.45
H 4.36 0.24 -2.83
H 3.94 1.43 -4.09
H 2.75 0.98 -2.89
H 2.47 -1.23 -3.81
H 4.56 -2.07 -4.62
H 4.96 -0.55 -5.46
C 4.98 4.72 0.11
C 5.68 3.38 0.17
C 6.82 3.24 -0.80
O 6.84 1.83 -1.05
C 5.57 1.38 -0.84
O 5.19 0.30 -1.14
O 4.81 2.32 -0.24
H 5.69 5.54 0.22
H 4.44 4.83 -0.83
H 4.24 4.79 0.91
H 6.01 3.17 1.20
H 7.77 3.56 -0.38
H 6.65 3.76 -1.74
C -4.50 -1.88 4.00
C -4.02 -2.15 5.41
C -4.38 -3.52 5.93
O -4.47 -3.30 7.34
C -4.78 -1.99 7.52
O -5.12 -1.52 8.56
O -4.67 -1.30 6.36
H -4.17 -2.65 3.31
H -5.59 -1.81 3.97
H -4.11 -0.92 3.65
H -2.94 -1.97 5.48
H -3.61 -4.26 5.70
H -5.34 -3.87 5.56
*
```

Gap between HOMO and LUMO (eV): 2.7
E_LUMO (eV): 2.199

natural (NBO) population analysis, charges in e, atoms 1 to 2: C -1.0304; C -0.6511


Entry from OMol25: C18H30B3F5N4O3 as an isolated structure in a non-equilibrium geometry (ωB97M-V/def2-TZVPD).

Geometry as ORCA input:
```
! wB97M-V def2-TZVPD RIJCOSX def2/J DEFGRID3
* xyz 0 1
F 0.97 -1.29 2.72
C 0.39 -0.15 2.56
F 1.29 0.78 2.45
F -0.30 0.08 3.66
C -0.58 -0.21 1.33
F -0.40 0.82 0.52
F -0.38 -1.37 0.70
B -2.11 -0.28 1.90
O -2.49 -1.49 2.43
B -3.84 -1.63 2.12
O -4.67 -0.67 2.66
B -4.26 0.53 2.12
O -2.94 0.80 1.83
H -4.19 -2.47 1.36
H -5.12 1.33 1.93
C 2.99 4.66 -0.38
C 2.56 4.00 0.92
C 1.06 3.65 0.94
C 0.22 4.84 0.89
N -0.45 5.78 0.85
H 2.49 5.62 -0.53
H 4.07 4.85 -0.37
H 2.78 4.02 -1.24
H 2.80 4.66 1.76
H 3.13 3.08 1.06
H 0.84 3.10 1.85
H 0.82 3.00 0.11
C 2.36 -1.97 -3.82
C 1.95 -2.70 -2.55
C 0.47 -3.10 -2.53
C -0.41 -1.94 -2.52
N -1.10 -1.02 -2.50
H 1.83 -1.02 -3.92
H 3.43 -1.75 -3.80
H 2.15 -2.57 -4.70
H 2.18 -2.08 -1.68
H 2.55 -3.61 -2.46
H 0.27 -3.70 -1.65
H 0.24 -3.72 -3.40
C -5.27 3.55 5.71
C -6.75 3.24 5.90
C -7.36 2.50 4.70
C -7.36 3.31 3.49
N -7.36 3.95 2.54
H -5.11 4.23 4.86
H -4.87 4.04 6.60
H -4.69 2.64 5.54
H -7.30 4.16 6.08
H -6.87 2.62 6.79
H -8.38 2.21 4.94
H -6.81 1.57 4.52
C 6.07 -3.25 -4.94
C 6.41 -4.70 -5.22
C 5.23 -5.51 -5.76
C 4.15 -5.63 -4.78
N 3.30 -5.72 -4.01
H 5.31 -3.16 -4.16
H 6.96 -2.71 -4.60
H 5.69 -2.75 -5.84
H 6.80 -5.17 -4.31
H 7.22 -4.74 -5.96
H 5.56 -6.51 -6.03
H 4.84 -5.05 -6.67
*
```

Gap between HOMO and LUMO (eV): 11.7
E_LUMO (eV): 0.475

natural (NBO) population analysis, charges in e, atoms 1 to 2: F -0.2965; C 0.9161


Entry from OMol25: a 8-piece molecular cluster, C18H30BF18NO14S2 overall in a non-equilibrium geometry (ωB97M-V/def2-TZVPD).

Geometry as ORCA input:
```
! wB97M-V def2-TZVPD RIJCOSX def2/J DEFGRID3
* xyz 0 1
O -2.60 -1.58 -0.09
H -3.15 -0.83 -0.31
H -1.69 -1.35 -0.28
H -2.68 -1.79 0.85
O -2.20 1.94 -1.36
H -1.46 1.36 -1.18
H -2.19 2.27 -2.27
H -2.97 1.44 -1.08
B -0.40 0.11 -0.49
H -1.04 0.44 0.31
H 0.09 1.00 -0.86
H 0.30 -0.59 -0.04
H -0.91 -0.36 -1.31
C -5.60 -1.62 -1.69
F -6.70 -1.86 -2.40
F -5.75 -2.02 -0.42
F -4.56 -2.25 -2.20
S -5.22 0.32 -1.76
O -4.39 0.54 -2.91
O -6.49 1.02 -1.74
N -4.16 0.47 -0.43
S -5.15 1.10 0.61
O -5.27 2.55 0.40
O -6.36 0.35 0.99
C -4.04 0.99 2.14
F -3.96 -0.30 2.40
F -2.90 1.60 1.76
F -4.59 1.68 3.15
C 2.45 -3.78 1.98
C 1.14 -3.07 1.82
O 0.87 -2.57 3.06
C -0.39 -2.07 3.40
O -1.31 -2.12 2.62
C -0.54 -1.36 4.77
F -1.13 -2.22 5.55
F 0.64 -1.00 5.25
F -1.32 -0.28 4.52
H 2.95 -3.93 1.03
H 2.39 -4.64 2.65
H 3.17 -3.10 2.43
H 0.38 -3.73 1.40
H 1.10 -2.29 1.05
C 1.81 3.11 -4.92
C 2.15 2.30 -3.64
O 2.39 3.15 -2.52
C 1.30 3.75 -1.94
O 0.15 3.75 -2.30
C 1.77 4.62 -0.71
F 0.98 5.71 -0.67
F 1.68 3.92 0.46
F 3.03 5.06 -0.85
H 1.48 2.48 -5.75
H 2.71 3.63 -5.23
H 1.05 3.85 -4.67
H 3.04 1.73 -3.92
H 1.32 1.63 -3.41
C 2.45 0.49 1.62
C 1.72 1.54 2.49
O 1.91 1.40 3.87
C 3.05 1.70 4.46
O 4.10 2.04 3.91
C 2.97 1.72 6.02
F 3.90 0.85 6.51
F 3.26 2.94 6.44
F 1.75 1.41 6.44
H 3.51 0.37 1.83
H 2.38 0.83 0.59
H 1.99 -0.50 1.65
H 0.66 1.52 2.24
H 2.15 2.51 2.25
C 3.49 -1.50 -1.56
C 2.05 -1.87 -1.99
O 1.88 -2.51 -3.27
C 0.73 -3.22 -3.51
O -0.13 -3.36 -2.65
C 0.60 -3.87 -4.98
F 1.75 -3.83 -5.65
F 0.18 -5.12 -4.78
F -0.31 -3.17 -5.64
H 3.51 -1.09 -0.55
H 3.97 -0.69 -2.12
H 4.23 -2.29 -1.66
H 1.47 -0.94 -1.97
H 1.60 -2.50 -1.22
*
```

Gap between HOMO and LUMO (eV): 10.9
E_LUMO (eV): 0.021

Mulliken population analysis, charges in e, atoms 1 to 2: O -0.0901; H 0.5337


Entry from OMol25: C18H30Br2NO3 as an isolated structure in a non-equilibrium geometry (ωB97M-V/def2-TZVPD).

Geometry as ORCA input:
```
! wB97M-V def2-TZVPD RIJCOSX def2/J DEFGRID3
* xyz 0 2
C 6.76 -0.44 0.24
C 5.89 0.68 -0.28
O 6.10 1.13 -1.32
O 4.87 1.16 0.49
C 3.77 0.21 0.49
C 2.47 0.86 0.96
C 1.26 0.30 0.15
C 0.07 -0.07 1.07
C -1.35 0.51 0.73
C -1.58 1.71 1.69
Br -2.57 1.40 3.34
C -1.13 2.93 1.52
C -0.31 3.37 0.34
Br -1.45 4.33 2.80
C -2.43 -0.55 1.18
C -2.68 -1.73 0.22
C -1.69 -2.91 0.37
C -4.04 -2.34 0.69
N -2.89 -1.32 -1.19
O -4.06 -0.76 -1.32
C -1.86 -0.37 -1.69
C -2.44 0.24 -3.01
C -0.57 -1.06 -2.13
C -1.65 0.83 -0.75
H 6.21 -1.39 0.29
H 7.19 -0.23 1.22
H 7.57 -0.60 -0.45
H 4.03 -0.61 1.16
H 3.68 -0.19 -0.53
H 2.54 1.95 0.92
H 2.38 0.61 2.01
H 1.64 -0.60 -0.33
H 1.05 1.03 -0.62
H 0.32 0.31 2.06
H 0.08 -1.15 1.18
H 0.64 2.87 0.23
H -0.92 3.34 -0.56
H -0.08 4.43 0.47
H -3.37 0.00 1.20
H -2.18 -0.97 2.15
H -1.10 -2.83 1.28
H -2.25 -3.84 0.50
H -1.06 -3.06 -0.50
H -4.50 -2.94 -0.10
H -3.84 -2.93 1.58
H -4.73 -1.56 0.99
H -1.58 0.53 -3.62
H -3.09 1.08 -2.82
H -2.94 -0.55 -3.57
H -0.02 -1.51 -1.31
H 0.09 -0.30 -2.57
H -0.76 -1.85 -2.86
H -2.59 1.38 -0.76
H -0.92 1.47 -1.24
*
```

Expectation value of S²: 0.754
Gap between HOMO and LUMO (spin up / spin down) (eV): 9.4 / 9.1
E_LUMO (spin up / spin down) (eV): 0.453 / -0.134

natural (NBO) population analysis, charges in e, atoms 1 to 2: C -0.7425; C 0.8082


Entry from OMol25: C18H30Cl2N2O2PPtS as an isolated structure (ωB97M-V/def2-TZVPD).

Geometry as ORCA input:
```
! wB97M-V def2-TZVPD RIJCOSX def2/J DEFGRID3
* xyz 3 1
Pt 0.10 0.58 -0.37
Cl -6.97 3.21 -2.33
C -5.57 2.37 -2.10
C -5.56 0.97 -2.18
C -4.38 0.32 -1.97
Cl -4.24 -1.33 -2.07
C -3.10 1.08 -1.59
O -2.11 0.44 -1.34
C -3.19 2.56 -1.59
C -1.97 3.42 -1.36
O -0.90 2.96 -1.08
C -4.36 3.16 -1.83
H -6.46 0.43 -2.42
H -2.14 4.50 -1.47
H -4.46 4.24 -1.86
C 2.82 -2.66 -2.99
N 2.79 -1.26 -2.54
C 2.35 -0.33 -3.59
C 2.98 -0.89 -1.28
S 2.24 0.67 -0.74
N 3.77 -1.54 -0.44
C 3.80 -1.20 0.99
C 4.87 -2.42 -0.87
H 1.91 -2.83 -3.58
H 2.81 -3.33 -2.15
H 3.68 -2.86 -3.62
H 2.89 -0.58 -4.50
H 2.59 0.70 -3.33
H 1.28 -0.43 -3.77
H 2.80 -0.99 1.34
H 4.45 -0.34 1.16
H 4.19 -2.06 1.53
H 5.11 -2.23 -1.91
H 4.62 -3.47 -0.72
H 5.73 -2.17 -0.26
C -2.90 0.92 3.25
C -2.31 0.95 1.83
P -0.61 0.28 1.72
C 0.32 1.22 2.96
C 1.84 1.18 2.95
C -0.78 -1.46 2.22
C 0.42 -2.37 1.98
H -3.89 1.38 3.24
H -2.29 1.48 3.95
H -3.01 -0.10 3.62
H -2.28 1.97 1.45
H -2.93 0.34 1.16
H -0.05 0.85 3.92
H -0.04 2.25 2.88
H 2.21 0.18 3.18
H 2.22 1.85 3.73
H 2.25 1.51 2.00
H -1.66 -1.83 1.70
H -1.03 -1.43 3.29
H 0.71 -2.39 0.93
H 0.16 -3.39 2.28
H 1.28 -2.07 2.58
*
```

Gap between HOMO and LUMO (eV): 4.5
E_LUMO (eV): -12.822

natural (NBO) population analysis, charges in e, atoms 1 to 2: Pt 0.4208; Cl 0.3718


Entry from OMol25: C18H30Cl4Cu2N2O4 as an isolated structure in a non-equilibrium geometry (ωB97M-V/def2-TZVPD).

Geometry as ORCA input:
```
! wB97M-V def2-TZVPD RIJCOSX def2/J DEFGRID3
* xyz 1 2
C -6.42 2.78 0.80
N -5.05 2.54 0.23
C -4.38 1.45 0.62
C -3.07 1.22 0.11
C -2.46 2.24 -0.71
C -3.17 3.39 -0.99
C -4.48 3.50 -0.54
C -1.07 2.13 -1.18
C -0.11 1.68 -0.24
C 1.16 1.36 -0.68
N 1.50 1.44 -1.98
C 0.63 2.01 -2.89
C -0.70 2.27 -2.54
C 2.77 1.04 -2.35
H -6.94 3.63 0.35
H -6.28 2.87 1.88
H -7.00 1.87 0.64
H -4.93 0.85 1.32
H -2.51 0.36 0.44
H -2.76 4.21 -1.57
H -5.04 4.42 -0.64
H -0.25 1.63 0.83
H 1.92 0.86 -0.09
H 0.96 2.03 -3.92
H -1.40 2.67 -3.26
H 3.51 1.60 -1.79
H 2.93 1.20 -3.42
H 2.84 -0.01 -2.05
Cu -1.69 -2.32 0.65
Cu 0.89 -1.77 0.40
C 4.52 -0.77 0.46
O 3.27 -1.31 0.29
H 5.15 -1.29 1.19
H 5.07 -0.58 -0.46
H 4.44 0.28 0.73
C -1.30 -1.43 -2.65
O -0.45 -1.82 -1.60
H -2.32 -1.22 -2.34
H -0.89 -0.55 -3.14
H -1.39 -2.28 -3.33
O -0.56 -0.65 1.74
H -0.87 -0.40 2.63
O -0.14 -3.97 1.27
H 0.59 -4.59 1.05
Cl 2.20 -6.13 -1.74
C 2.20 -5.30 -0.25
C 3.53 -4.64 0.04
Cl 4.92 -5.90 0.09
H 1.94 -5.98 0.56
H 1.53 -4.46 -0.41
H 3.50 -3.99 0.91
H 3.79 -3.91 -0.72
Cl 1.39 3.14 3.47
C 0.91 1.42 3.80
C 1.90 0.41 3.22
Cl 3.52 0.58 4.04
H -0.06 1.21 3.34
H 0.71 1.19 4.84
H 2.13 0.31 2.16
H 1.36 -0.52 3.39
*
```

Expectation value of S²: 0.761
Gap between HOMO and LUMO (spin up / spin down) (eV): 4.3 / 4.3
E_LUMO (spin up / spin down) (eV): -5.282 / -5.282

natural (NBO) population analysis, charges in e, atoms 1 to 2: C -0.4123; N -0.2535


Number 1: energy -2264.3163 Eh. Number 2: energy -983.7637 Eh. Number 3: energy -1606.1247 Eh. Number 4: energy -1722.7293 Eh. Number 5: energy -4430.6084 Eh. Number 6: energy -6132.2295 Eh. Number 7: energy -2742.0571 Eh. Number 8: energy -6235.5202 Eh.